124
Properties=species:S:1:pos:R:3:forces:R:3 method="wB97M-V/def2-TZVPD" smiles="C=CCB(CCCCNC(C)=O)P(O)I.C1CCOC1.C1CCOC1.C1CCOC1.C1CCOC1.C1CCOC1.C1CCOC1.C1CCOC1" multiplicity=1 e_homo_ev=-8.32 charge=0
C 5.1619 0.3504 -3.6668 0.0 -0.1 0.1
C 4.2080 0.1242 -4.5660 0.1 0.2 -0.1
C 4.2176 -0.9818 -5.5866 0.5 0.4 -0.2
B 3.7513 -2.3372 -4.9536 0.0 0.0 0.0
C 2.8825 -2.4696 -3.6613 -0.1 -0.2 0.1
C 1.9451 -3.6840 -3.5531 -0.1 0.2 0.2
C 0.6485 -3.5196 -4.3499 -0.1 -0.1 0.1
C -0.3122 -2.4780 -3.7564 -0.2 0.0 -0.3
N -0.2684 -1.1811 -4.4850 0.4 -0.2 0.2
C -0.5437 -0.0773 -3.6006 -0.1 0.1 0.0
C 0.5120 0.9931 -3.5728 -0.2 0.1 -0.3
O -1.5265 -0.0390 -2.9079 -0.1 0.1 0.1
P 4.3288 -4.0000 -5.8284 -0.3 0.0 -0.3
O 4.4436 -3.4011 -7.3738 -0.3 -0.1 -0.1
I 6.6521 -3.8218 -5.0714 0.0 0.0 0.2
H 6.1814 -0.0087 -3.7852 -0.2 -0.6 0.2
H 4.9371 0.8757 -2.7447 0.2 0.7 -0.4
H 3.3466 0.7871 -4.5716 -0.4 -0.5 0.5
H 3.6006 -0.7270 -6.4574 -0.1 -0.2 0.0
H 5.2310 -1.1302 -5.9858 -0.1 0.0 0.0
H 3.6238 -2.5340 -2.8454 0.0 0.1 -0.1
H 2.3238 -1.5481 -3.4622 0.1 0.0 0.0
H 1.6609 -3.8222 -2.5020 0.0 0.0 -0.1
H 2.4482 -4.6083 -3.8498 0.0 0.1 0.0
H 0.8463 -3.2428 -5.3918 0.1 -0.1 0.0
H 0.1256 -4.4813 -4.3633 0.1 0.0 -0.1
H -1.3325 -2.8728 -3.7879 0.1 0.0 0.2
H -0.0755 -2.2819 -2.7077 0.0 -0.1 0.0
H -0.9914 -1.1956 -5.1971 0.1 0.1 -0.1
H 1.2660 0.7275 -2.8240 0.0 0.1 -0.1
H 0.9960 1.0488 -4.5471 0.1 0.0 0.1
H 0.0567 1.9531 -3.3276 0.1 -0.1 0.2
H 4.0846 -4.0670 -7.9749 0.3 0.1 0.0
C 1.5783 1.7933 0.4338 0.0 0.0 -0.1
C 2.5976 0.8688 1.0960 0.0 0.0 0.0
C 3.4933 0.5021 -0.0799 -0.1 0.0 0.0
O 3.4843 1.6321 -0.9569 0.0 0.1 -0.1
C 2.4501 2.5428 -0.5637 0.0 0.0 0.1
H 1.0606 2.4507 1.1284 0.0 0.0 0.0
H 0.8215 1.2037 -0.0904 0.0 0.0 0.0
H 3.1663 1.4148 1.8520 0.0 0.0 0.0
H 2.1514 -0.0036 1.5707 0.0 0.0 0.0
H 3.1009 -0.3669 -0.6218 0.0 0.0 0.0
H 4.5231 0.2893 0.2105 0.0 0.0 0.0
H 2.9119 3.4248 -0.1056 0.0 0.0 0.0
H 1.9047 2.8634 -1.4528 0.0 0.0 0.0
C -1.5772 4.2521 3.9760 0.0 0.1 -0.1
C -2.8728 3.6613 3.4256 0.0 -0.1 0.0
C -2.3760 2.9195 2.1918 0.1 0.0 -0.1
O -1.0418 2.4904 2.4908 0.0 0.0 0.0
C -0.5792 3.1410 3.6824 0.0 -0.1 0.0
H -1.6217 4.5001 5.0353 0.0 0.0 0.0
H -1.3133 5.1550 3.4196 0.0 0.0 0.0
H -3.2947 2.9600 4.1480 0.0 0.0 0.0
H -3.6324 4.4048 3.1879 0.0 0.0 0.0
H -2.3500 3.5690 1.3131 -0.1 0.0 0.0
H -2.9822 2.0444 1.9492 0.0 0.0 0.0
H -0.5533 2.4072 4.4877 0.1 0.1 0.1
H 0.4330 3.5189 3.5184 0.0 0.0 -0.1
C -3.0371 0.5746 7.8695 0.0 0.1 -0.1
C -2.6310 -0.3641 6.7354 0.0 -0.1 0.1
C -2.0479 0.6021 5.7210 -0.1 0.0 0.0
O -1.4800 1.6832 6.4768 -0.1 -0.1 0.1
C -1.9056 1.5956 7.8387 0.0 0.0 0.0
H -3.1364 0.0831 8.8363 0.0 0.0 0.0
H -3.9875 1.0590 7.6335 0.0 0.0 0.0
H -1.8619 -1.0589 7.0804 0.0 0.0 0.0
H -3.4533 -0.9447 6.3242 0.0 0.0 0.0
H -2.8265 1.0028 5.0653 0.0 -0.1 0.0
H -1.2772 0.1497 5.0977 0.0 0.0 0.0
H -1.0600 1.2682 8.4535 0.0 0.0 0.0
H -2.2132 2.5866 8.1758 0.0 0.0 0.0
C 6.5446 4.3795 -1.3780 0.0 0.0 0.0
C 5.3356 4.6411 -2.2742 -0.1 0.0 0.0
C 5.8656 4.2146 -3.6377 0.0 0.0 0.0
O 6.8075 3.1738 -3.3906 0.1 0.0 0.0
C 7.1059 3.1059 -1.9971 -0.1 -0.1 0.0
H 6.2904 4.2567 -0.3260 0.0 0.0 0.0
H 7.2652 5.1959 -1.4637 0.0 0.0 0.0
H 4.5056 3.9973 -1.9748 0.0 0.0 0.0
H 4.9924 5.6751 -2.2611 0.0 0.0 0.0
H 6.3744 5.0419 -4.1455 0.0 0.0 0.0
H 5.0848 3.8316 -4.2971 0.0 0.0 0.0
H 6.6190 2.2202 -1.5729 0.0 0.0 0.0
H 8.1848 3.0032 -1.8727 0.0 0.0 0.0
C -3.9863 -2.7081 1.6352 0.0 -0.1 0.0
C -5.1902 -2.7894 2.5702 0.0 0.1 0.0
C -4.5343 -2.6194 3.9339 0.0 -0.1 0.0
O -3.3913 -1.7838 3.7271 0.0 0.0 0.0
C -3.1295 -1.6559 2.3275 0.0 0.1 0.0
H -4.2413 -2.4334 0.6120 0.0 0.0 0.0
H -3.4688 -3.6686 1.6200 0.0 0.0 0.0
H -5.8754 -1.9613 2.3734 0.0 0.0 0.0
H -5.7477 -3.7216 2.4884 0.0 0.0 0.0
H -4.1982 -3.5804 4.3323 0.0 0.0 0.0
H -5.1964 -2.1466 4.6624 0.0 0.0 0.0
H -3.4045 -0.6446 2.0075 0.0 0.0 0.0
H -2.0608 -1.7905 2.1553 0.0 0.0 0.0
C -3.6880 3.1843 -3.0658 -0.1 0.1 0.0
C -3.2612 4.6508 -3.0261 0.1 0.0 0.0
C -3.7590 5.0791 -1.6507 0.0 0.0 0.0
O -3.6814 3.9207 -0.8219 0.0 0.0 0.0
C -3.4490 2.7575 -1.6252 0.0 0.0 0.0
H -3.1261 2.5778 -3.7731 0.0 0.0 0.0
H -4.7494 3.1105 -3.3143 0.0 0.0 0.0
H -2.1722 4.7254 -3.0740 0.0 0.0 0.0
H -3.6799 5.2538 -3.8308 0.0 0.0 0.0
H -4.8001 5.4184 -1.6931 0.0 0.0 0.0
H -3.1562 5.8726 -1.2062 0.0 0.0 0.0
H -2.4194 2.4215 -1.4804 0.0 -0.1 0.0
H -4.1197 1.9627 -1.2966 0.0 0.0 0.0
C -1.7471 -7.5480 2.8489 0.0 0.0 0.0
C -2.7144 -7.5938 1.6675 0.0 0.0 0.0
C -3.8524 -6.7143 2.1693 0.0 0.0 0.0
O -3.2560 -5.7403 3.0275 0.0 0.0 0.0
C -1.9054 -6.1078 3.3182 0.0 0.0 0.0
H -0.7195 -7.7921 2.5847 0.0 0.0 0.0
H -2.0728 -8.2391 3.6290 0.0 0.0 0.0
H -2.2508 -7.1472 0.7853 0.0 0.0 0.0
H -3.0439 -8.5983 1.4072 0.0 0.0 0.0
H -4.5804 -7.2953 2.7453 0.0 0.0 0.0
H -4.3811 -6.1993 1.3650 0.0 0.0 0.0
H -1.2313 -5.4364 2.7750 0.0 0.0 0.0
H -1.7288 -5.9819 4.3866 0.0 0.0 0.0